[1]
{
  "formula": "C4H9NO2",
  "method": "wB97M-V/def2-TZVPD",
  "e_tot_ev": -9876.8123,
  "spin_multiplicity": 1,
  "gap_ev": 9.989,
  "mol_weight_da": 103.1,
  "total_charge": 0,
  "species": ["O", "C", "C", "C", "N", "C", "O", "H", "H", "H", "H", "H", "H", "H", "H", "H"],
  "positions_angstrom": [[2.778, 1.267, 1.596], [1.742, 1.219, 0.921], [0.245, 1.388, 1.236], [-0.188, -0.129, 0.797], [-0.046, -0.170, -0.678], [-0.979, -0.811, -1.445], [-1.169, -2.143, -1.042], [1.807, 1.137, -0.134], [-0.254, 2.145, 0.575], [-0.055, 1.419, 2.240], [-1.225, -0.378, 0.900], [0.306, -0.935, 1.342], [0.896, -0.538, -0.845], [-0.732, -0.499, -2.443], [-1.965, -0.293, -1.117], [-1.161, -2.680, -1.902]],
  "forces_ev_per_angstrom": [[-2.70, -0.38, -0.80], [1.26, 2.05, 1.98], [0.47, -2.90, -1.07], [-0.80, 1.54, -1.69], [3.79, 0.44, 1.82], [-3.44, 1.80, 1.97], [0.33, -2.26, -3.25], [0.56, -0.38, -1.44], [0.57, -0.90, 0.59], [0.05, 0.81, 1.57], [-0.91, 0.54, 0.84], [0.57, 0.31, -0.05], [-0.44, 0.19, -0.50], [-0.25, -1.05, -0.98], [1.06, -0.53, -1.09], [-0.11, 0.74, 2.10]],
  "lowdin_charge": [0.0283, -0.2614, -0.0765, -0.1688, -0.1125, -0.3757, -0.0557, 0.0873, 0.1287, 0.0769, 0.0962, 0.1213, 0.1180, 0.1225, 0.1461, 0.1251]
}

***

[2]
{
  "formula": "C4H10NO2S",
  "method": "wB97M-V/def2-TZVPD",
  "e_tot_ev": -20721.7127,
  "spin_multiplicity": 1,
  "gap_ev": 10.309,
  "mol_weight_da": 136.2,
  "total_charge": 1,
  "species": ["O", "C", "C", "N", "C", "C", "O", "S", "H", "H", "H", "H", "H", "H", "H", "H", "H", "H"],
  "positions_angstrom": [[1.122, -1.556, -0.008], [-0.218, -1.107, 0.006], [-0.350, -0.690, -1.388], [0.675, 0.538, -1.315], [0.321, 1.361, -0.151], [-0.484, 0.540, 0.858], [-1.818, 0.726, 0.801], [0.318, 0.513, 2.491], [1.509, -1.763, 0.753], [-0.932, -1.880, 0.470], [-0.038, -1.428, -2.173], [-1.476, -0.360, -1.631], [1.609, -0.086, -1.071], [0.927, 1.038, -2.166], [-0.245, 2.269, -0.508], [1.278, 1.724, 0.261], [-2.113, 0.731, 1.693], [-0.086, -0.570, 3.077]],
  "forces_ev_per_angstrom": [[-2.09, 1.28, -4.60], [-0.20, 0.19, 2.78], [-2.79, 1.63, -2.11], [1.88, -3.75, -0.34], [0.07, 2.33, 0.35], [2.09, -4.34, -1.60], [-0.22, 0.55, -0.82], [0.81, 1.97, -0.76], [2.12, -1.34, 5.40], [0.85, 1.35, -0.97], [0.05, 0.84, 0.88], [2.76, -0.25, 0.48], [-2.63, 1.76, -0.39], [-0.65, 0.11, -0.04], [0.38, -1.07, 0.41], [-0.55, -0.09, 0.06], [-1.01, 0.13, 1.24], [-0.88, -1.31, 0.04]],
  "lowdin_charge": [-0.0029, -0.2535, -0.0514, 0.0496, -0.1425, -0.7287, 0.0149, 0.8853, 0.0373, 0.1861, 0.1524, 0.1891, 0.2349, 0.1795, 0.1670, 0.1311, 0.0881, -0.1364]
}

***

[3]
{
  "formula": "C9H14O",
  "method": "wB97M-V/def2-TZVPD",
  "e_tot_ev": -11605.6932,
  "spin_multiplicity": 1,
  "gap_ev": 9.384,
  "mol_weight_da": 138.2,
  "total_charge": 0,
  "species": ["C", "C", "C", "C", "C", "O", "C", "C", "H", "H", "H", "H", "H", "H", "H", "H", "C", "C", "H", "H", "H", "H", "H", "H"],
  "positions_angstrom": [[-3.061, 2.731, -1.325], [-1.981, 1.996, -0.608], [-1.381, 0.759, -1.016], [-0.533, 0.094, -0.226], [-0.099, 0.651, 0.964], [0.925, -0.092, 1.590], [-0.538, 1.895, 1.372], [-1.538, 2.528, 0.536], [-3.274, 2.230, -2.311], [-2.873, 3.799, -1.564], [-3.872, 2.661, -0.668], [-1.723, 0.520, -1.996], [-0.287, -1.032, -0.487], [0.900, -1.080, 1.324], [-0.171, 2.281, 2.400], [-1.970, 3.454, 0.968], [2.230, -2.906, 0.849], [3.088, -2.951, -0.571], [2.927, -2.623, 1.516], [1.474, -2.197, 0.672], [1.786, -3.833, 1.069], [3.236, -1.967, -0.974], [4.140, -3.231, -0.338], [2.596, -3.687, -1.176]],
  "forces_ev_per_angstrom": [[0.83, -0.39, -2.48], [1.29, -0.66, -0.88], [-2.40, 2.69, -0.83], [0.35, -3.31, -0.66], [1.73, -1.15, 0.36], [-0.97, -0.70, 0.18], [-0.15, 0.09, 0.88], [1.62, 0.79, 3.96], [-0.14, 0.45, 0.99], [0.20, -0.66, 0.39], [-1.78, 0.12, 0.50], [0.07, -1.20, -0.54], [-0.06, 2.55, 0.42], [-0.29, 2.87, 0.65], [-0.77, -0.40, -2.07], [0.26, -0.52, -0.58], [0.88, -0.52, -4.86], [0.01, -0.57, 3.04], [1.81, 1.15, 2.86], [-0.78, 0.53, -0.11], [-0.34, -1.20, 0.28], [-0.69, 0.45, -0.51], [-0.80, -0.43, -0.12], [0.12, 0.02, -0.87]],
  "lowdin_charge": [-0.0587, -0.3105, -0.0469, -0.0578, -0.3210, -0.0263, 0.0027, -0.0702, 0.0925, 0.0916, 0.0581, 0.1001, 0.1560, 0.0716, 0.1431, 0.1231, -0.0789, -0.0919, 0.0264, -0.0093, 0.0554, 0.0458, 0.0627, 0.0424]
}

***

[4]
{
  "formula": "C15H17N3O5Pt",
  "method": "wB97M-V/def2-TZVPD",
  "e_tot_ev": -33770.0340,
  "spin_multiplicity": 1,
  "gap_ev": 8.309,
  "mol_weight_da": 514.4,
  "total_charge": 2,
  "species": ["Pt", "O", "C", "O", "C", "O", "C", "C", "O", "O", "H", "H", "H", "H", "H", "N", "C", "C", "N", "H", "H", "H", "H", "H", "H", "H", "H", "N", "C", "C", "C", "C", "C", "C", "C", "C", "C", "H", "H", "H", "H"],
  "positions_angstrom": [[-0.861, -0.010, 0.777], [2.513, 2.367, 1.713], [1.445, 1.661, 1.929], [0.913, 1.030, 1.000], [1.029, 1.711, 3.384], [0.072, 0.758, 3.726], [-1.265, 1.179, 3.651], [0.385, 1.384, -3.479], [0.530, 1.997, -4.436], [0.229, 0.776, -2.489], [2.791, 2.340, 0.780], [1.930, 1.517, 3.969], [0.723, 2.739, 3.612], [-1.855, 0.443, 4.189], [-1.407, 2.155, 4.129], [-2.488, -1.164, 0.416], [-2.205, -2.085, -0.736], [-0.788, -2.602, -0.575], [0.105, -1.415, -0.414], [-2.709, -1.712, 1.247], [-3.316, -0.602, 0.217], [-2.306, -1.501, -1.651], [-2.929, -2.898, -0.758], [-0.489, -3.205, -1.431], [-0.698, -3.215, 0.321], [0.281, -0.966, -1.314], [1.012, -1.691, -0.042], [-5.636, 4.515, -3.955], [-5.081, 4.047, -3.066], [-4.374, 3.455, -1.964], [-5.042, 2.582, -1.106], [-4.356, 2.004, -0.054], [-3.003, 2.299, 0.141], [-2.342, 3.188, -0.713], [-3.027, 3.763, -1.764], [-2.299, 1.707, 1.241], [-1.738, 1.250, 2.242], [-6.091, 2.373, -1.264], [-4.878, 1.353, 0.638], [-1.300, 3.425, -0.542], [-2.534, 4.458, -2.430]],
  "forces_ev_per_angstrom": [[0.12, -0.20, -0.06], [0.00, -0.01, -0.02], [-0.02, -0.05, -0.04], [-0.01, 0.19, 0.09], [0.00, -0.05, -0.07], [0.14, -0.15, -0.04], [-0.20, 0.11, 0.08], [-0.02, -0.01, 0.11], [0.01, 0.00, -0.04], [0.00, -0.01, -0.10], [-0.01, 0.00, 0.01], [0.01, -0.01, -0.02], [-0.02, 0.01, -0.03], [-0.04, -0.04, 0.09], [-0.03, -0.04, -0.03], [0.02, 0.01, -0.07], [0.11, -0.02, 0.02], [-0.08, 0.05, -0.04], [-0.01, -0.04, 0.09], [0.02, 0.00, 0.01], [0.01, -0.01, -0.02], [0.01, 0.00, 0.01], [0.00, 0.00, 0.00], [-0.01, 0.01, 0.00], [0.01, 0.01, 0.00], [0.01, 0.01, -0.02], [-0.01, -0.03, -0.01], [0.00, -0.02, 0.01], [0.01, 0.03, -0.02], [-0.01, -0.01, 0.00], [0.02, -0.02, 0.02], [-0.07, -0.02, 0.01], [-0.09, -0.01, 0.09], [0.06, -0.03, -0.03], [0.02, 0.01, 0.00], [0.13, 0.10, -0.12], [-0.07, 0.21, 0.15], [0.00, -0.01, 0.01], [0.01, 0.02, -0.01], [-0.02, 0.01, -0.01], [0.00, 0.00, 0.01]],
  "lowdin_charge": [1.2196, 0.2194, -0.4014, -0.0666, -0.0808, -0.1021, -0.1617, -0.3760, 0.2786, 0.1402, 0.1725, 0.1692, 0.1666, 0.1481, 0.1540, -0.0695, -0.1662, -0.1784, -0.0725, 0.1338, 0.1038, 0.1328, 0.1408, 0.1411, 0.1332, 0.0746, 0.1268, 0.2156, -0.1503, -0.1863, 0.0146, -0.0105, -0.2409, -0.0025, 0.0134, -0.0357, -0.1279, 0.1384, 0.1290, 0.1260, 0.1372]
}